Entry 1:
Density functional theory data (ωB97M-V with the def2-TZVPD basis set) for C36H31AsCrNO6P2S as an isolated structure in a non-equilibrium geometry.

## Properties
LUMO energy (alpha / beta)	-0.01013 / 0.01663	Eh
HOMO-LUMO gap (alpha / beta)	7.58 / 8.30	eV
2S+1	4
E_tot	-170285.5327	eV

Each line ends with the Löwdin charge.
Geometry (Å):
Cr  -0.191  0.435  -0.042  0.76
C  -3.693  -0.261  -0.597  -0.17
P  -2.526  -1.632  -0.376  0.85
C  -3.039  -3.021  -1.375  -0.28
C  -4.306  -3.586  -1.229  -0.09
C  -4.685  -4.646  -2.034  -0.07
C  -3.799  -5.144  -2.983  -0.07
C  -2.538  -4.586  -3.127  -0.06
C  -2.152  -3.521  -2.324  -0.05
C  -2.710  -2.091  1.345  -0.29
C  -2.694  -1.074  2.301  -0.08
C  -2.737  -1.386  3.648  -0.06
C  -2.816  -2.715  4.046  -0.07
C  -2.858  -3.728  3.099  -0.06
C  -2.793  -3.420  1.750  -0.08
C  -3.063  1.083  -0.820  -0.35
C  -3.666  2.122  -1.466  -0.05
C  -2.843  3.269  -1.291  -0.05
C  -1.772  2.874  -0.550  -0.39
C  -0.610  3.672  -0.045  -0.24
P  0.793  2.555  -0.374  1.06
C  1.103  2.878  -2.139  -0.30
C  1.326  4.185  -2.570  -0.09
C  1.522  4.465  -3.913  -0.08
C  1.470  3.442  -4.849  -0.08
C  1.211  2.145  -4.435  -0.06
C  1.032  1.861  -3.089  -0.07
C  2.194  3.030  0.663  -0.32
C  2.921  4.206  0.502  -0.07
C  3.969  4.499  1.360  -0.07
C  4.299  3.625  2.386  -0.07
C  3.571  2.458  2.561  -0.07
C  2.522  2.162  1.704  -0.10
N  -1.854  1.499  -0.263  -0.06
H  -4.331  -0.250  0.289  0.10
H  -4.335  -0.495  -1.448  0.10
H  -4.994  -3.199  -0.486  0.12
H  -5.666  -5.088  -1.920  0.11
H  -4.096  -5.975  -3.610  0.11
H  -1.850  -4.980  -3.864  0.11
H  -1.170  -3.078  -2.419  0.11
H  -2.642  -0.034  1.995  0.11
H  -2.697  -0.597  4.386  0.11
H  -2.841  -2.960  5.100  0.11
H  -2.919  -4.762  3.412  0.11
H  -2.781  -4.213  1.015  0.11
H  -4.617  2.077  -1.976  0.10
H  -3.017  4.263  -1.671  0.10
H  -0.677  3.847  1.032  0.10
H  -0.542  4.633  -0.553  0.09
H  1.327  5.006  -1.864  0.09
H  1.707  5.484  -4.228  0.10
H  1.624  3.659  -5.898  0.10
H  1.155  1.344  -5.161  0.11
H  0.857  0.841  -2.783  0.09
H  2.688  4.898  -0.295  0.09
H  4.534  5.412  1.221  0.10
H  5.126  3.853  3.046  0.10
H  3.822  1.768  3.357  0.10
H  1.953  1.249  1.849  0.09
O  3.237  -1.951  -1.496  -0.24
As  3.229  -0.489  -0.510  0.90
O  4.489  0.456  -0.919  -0.44
O  1.696  0.234  -0.749  -0.61
C  3.368  -1.205  1.285  -0.27
C  4.494  -0.896  2.030  -0.09
C  4.616  -1.412  3.317  -0.08
C  3.627  -2.229  3.848  -0.07
C  2.492  -2.540  3.106  -0.05
C  2.378  -2.021  1.834  -0.35
S  0.912  -2.146  0.825  0.85
O  0.092  -3.260  1.329  -0.44
O  0.328  -0.738  1.358  -0.56
O  -1.142  -1.192  -0.845  -0.41
H  3.785  -1.737  -2.264  0.04
H  5.262  -0.265  1.599  0.11
H  5.492  -1.177  3.907  0.10
H  3.739  -2.622  4.850  0.10
H  1.702  -3.169  3.499  0.11

Entry 2:
Density functional theory data (ωB97M-V with the def2-TZVPD basis set) for a 3-piece molecular cluster, C19H45BClO12P2 overall in a non-equilibrium geometry.

## Properties
LUMO energy	0.00930	Eh
total charge	-1
HOMO-LUMO gap	4.84	eV
2S+1	1
E_tot	-76779.5690	eV

Each line ends with the Löwdin charge.
Geometry (Å):
C  -6.627  0.290  7.918  -0.09
C  -6.788  -0.735  6.712  -0.28
O  -6.300  -0.221  5.470  -0.19
C  -5.438  -1.172  4.806  -0.18
C  -3.940  -0.804  5.224  -0.20
O  -2.983  -1.680  4.639  -0.19
C  -1.842  -1.898  5.501  -0.13
B  -1.038  -0.546  5.941  -0.81
O  -0.688  0.470  4.934  -0.11
C  0.006  1.444  5.761  -0.15
C  0.414  0.677  7.128  -0.66
Cl  -0.367  1.255  8.698  0.49
O  0.212  -0.663  6.736  -0.06
H  -5.607  0.751  7.962  0.08
H  -6.756  -0.281  8.890  0.07
H  -7.468  1.028  7.852  0.06
H  -6.258  -1.683  7.040  0.12
H  -7.893  -0.949  6.560  0.12
H  -5.600  -1.080  3.695  0.12
H  -5.665  -2.242  5.078  0.12
H  -3.746  0.225  4.788  0.14
H  -3.932  -0.790  6.350  0.12
H  -1.122  -2.556  4.914  0.11
H  -2.120  -2.498  6.429  0.11
H  -1.788  -0.004  6.726  0.08
H  -0.807  2.197  5.949  0.11
H  0.887  1.780  5.146  0.12
H  1.511  0.764  7.388  0.10
O  -1.559  -2.106  -2.036  -0.24
P  -1.166  -0.909  -1.173  0.69
O  -0.807  0.169  -2.378  -0.24
C  -1.879  0.783  -3.081  -0.31
C  -2.478  1.927  -2.281  -0.09
O  0.380  -1.421  -0.844  -0.24
C  0.687  -2.811  -0.799  -0.31
C  1.318  -3.263  -2.102  -0.08
O  -0.915  0.322  -0.030  -0.22
C  -1.094  -0.009  1.368  -0.25
C  0.188  -0.513  2.001  -0.06
H  -2.643  0.040  -3.332  0.11
H  -1.469  1.169  -4.017  0.11
H  -2.983  1.554  -1.387  0.07
H  -3.207  2.478  -2.881  0.07
H  -1.699  2.615  -1.948  0.08
H  -0.199  -3.401  -0.556  0.11
H  1.400  -2.963  0.017  0.11
H  0.707  -2.993  -2.965  0.07
H  1.468  -4.345  -2.105  0.07
H  2.288  -2.776  -2.241  0.07
H  -1.902  -0.735  1.484  0.12
H  -1.400  0.911  1.868  0.12
H  0.343  -1.572  1.779  0.06
H  0.141  -0.417  3.090  0.07
H  1.060  0.031  1.630  0.09
O  4.958  -0.814  -6.132  -0.24
P  4.058  0.417  -6.054  0.69
O  4.377  1.065  -7.543  -0.22
C  3.792  0.458  -8.688  -0.30
C  2.341  0.876  -8.853  -0.09
O  5.088  1.360  -5.154  -0.23
C  6.009  0.760  -4.245  -0.31
C  7.390  0.667  -4.865  -0.08
O  2.871  1.614  -5.817  -0.22
C  2.143  1.597  -4.573  -0.27
C  2.836  2.423  -3.503  -0.07
H  3.879  -0.632  -8.628  0.11
H  4.368  0.789  -9.555  0.12
H  1.725  0.469  -8.047  0.07
H  1.941  0.516  -9.804  0.07
H  2.246  1.962  -8.815  0.08
H  5.652  -0.216  -3.912  0.11
H  6.056  1.399  -3.358  0.11
H  7.368  0.167  -5.835  0.07
H  8.073  0.124  -4.208  0.08
H  7.794  1.669  -5.038  0.08
H  1.987  0.569  -4.239  0.11
H  1.163  2.032  -4.780  0.11
H  3.640  1.856  -3.033  0.06
H  2.133  2.698  -2.712  0.08
H  3.275  3.329  -3.924  0.09

What did we get for relative energy (zero: lowest compared OMol25 entry of this formula, charge and spin)? Answer: 0.00, 104.65 kcal per mole, in the order shown.